Entry 1:
A molecular structure, C20H32N2O2 in a non-equilibrium geometry. Source: the OMol25 dataset; level of theory: ωB97M-V/def2-TZVPD.

LUMO level = 0.0161 Eh
HOMO energy = -0.2879 Ha
Gap between HOMO and LUMO = 8.2732 eV
2S+1 = 1
Net charge = 0
E_tot = -28314.514 eV

Each line ends with the Löwdin charge.
Atoms and positions in Å:
C: -8.47098 -0.65166 -2.03251  -0.07
H: -8.14962 0.27975 -2.63619  0.14
O: -8.10702 -0.46676 -0.76470  -0.01
C: -6.94058 -0.31849 -0.35371  -0.45
C: -6.77824 -0.38748 0.90103  -0.01
C: -5.61220 -0.02899 1.62087  -0.05
C: -4.54335 0.14260 0.90315  -0.21
C: -4.68110 0.20578 -0.76110  0.13
C: -5.95968 -0.06353 -1.26415  0.00
H: -5.97731 -0.19410 -2.25002  0.07
H: -3.89012 0.52270 -1.29717  0.04
C: -3.26462 0.65476 1.23459  -0.10
C: -2.03812 0.78499 0.59573  -0.04
C: -0.75276 1.35513 1.44760  -0.07
N: 0.32898 0.49804 0.71867  -0.19
C: 0.75096 1.04468 -0.27410  -0.37
H: 0.02707 1.01221 -1.04778  0.12
C: 1.83535 0.09082 -0.92822  -0.09
N: 3.08818 -0.03598 -0.17677  -0.15
C: 3.94827 0.96991 0.03785  -0.24
H: 4.40787 0.93943 0.81301  0.06
C: 4.94742 0.79328 -0.98708  -0.52
C: 6.00696 -0.30723 -0.66396  -0.08
H: 5.40304 -1.29004 -0.35598  0.10
H: 6.74104 -0.44480 -1.74416  0.17
H: 6.63137 -0.11830 0.17558  0.04
C: 5.85450 1.80587 -1.37977  -0.19
H: 6.66027 1.99596 -2.15157  0.10
H: 5.10744 2.74533 -1.62252  0.12
H: 6.34721 2.28494 -0.38265  0.13
H: 4.58876 0.51737 -2.12885  0.19
H: 3.48730 1.88285 -0.36721  0.14
C: 2.53064 -0.53817 1.21590  -0.21
C: 1.42738 0.25994 1.74739  -0.09
H: 1.04592 -0.07474 2.72128  0.12
H: 1.96690 1.57076 2.00632  0.22
C: 1.96102 -1.99797 0.96525  -0.19
H: 1.04011 -2.00353 0.77983  0.05
H: 1.62520 -2.25234 2.16374  0.21
C: 2.84244 -2.88552 0.70831  -0.43
O: 3.33836 -2.92046 -0.58627  -0.12
H: 3.27788 -1.81837 -0.63101  0.13
H: 3.77993 -2.98271 1.24745  0.12
H: 2.51710 -4.17103 0.74117  0.20
H: 3.25785 -0.53035 1.80062  0.07
H: 2.42610 0.52196 -1.93766  0.18
H: 1.47100 -0.90835 -1.22655  0.13
H: 1.38271 1.93953 -0.20082  0.12
H: -0.54913 2.44945 1.26029  0.13
H: -1.00104 1.05802 2.51322  0.12
H: -2.03292 1.16296 -0.40874  0.07
H: -3.10367 0.48446 2.36234  0.12
H: -5.24082 0.17373 2.54196  0.09
H: -7.58691 -0.45237 1.79698  0.18
H: -9.46781 -0.93887 -2.08960  0.09
H: -7.90451 -1.36511 -2.36932  0.04


Entry 2:
C20H32N2O2 in the gas phase. Source: the OMol25 dataset; level of theory: ωB97M-V/def2-TZVPD.

LUMO level = 0.0300 Eh
SMILES = CCCN(CCC)C(=O)c1ccccc1C(=O)N(CCC)CCC
HOMO energy = -0.3278 Ha
Gap between HOMO and LUMO = 9.7389 eV
2S+1 = 1
Net charge = 0
E_tot = -28335.950 eV

Each line ends with the Löwdin charge.
Atoms and positions in Å:
C: -0.58942 -4.50685 1.08852  -0.10
C: -0.12401 -3.08824 1.38731  -0.22
C: -1.32190 -2.15255 1.58238  -0.15
N: -0.93296 -0.76404 1.70590  -0.04
C: -0.42358 -0.32976 2.99289  -0.15
C: -1.53805 -0.06725 4.00980  -0.23
C: -2.49929 1.01456 3.53471  -0.10
C: -0.87138 0.09417 0.66964  -0.41
O: -0.42837 1.22910 0.77100  0.06
C: -1.41018 -0.38491 -0.64697  -0.09
C: -2.77791 -0.49798 -0.86733  -0.02
C: -3.25456 -0.88473 -2.10718  -0.07
C: -2.36823 -1.16534 -3.13462  -0.07
C: -1.00651 -1.02964 -2.93077  -0.02
C: -0.52260 -0.61649 -1.69559  -0.09
C: 0.95048 -0.51617 -1.42254  -0.42
O: 1.52546 -1.41665 -0.82818  0.07
N: 1.58853 0.58011 -1.86822  -0.04
C: 0.94650 1.67018 -2.56820  -0.16
C: 0.76657 2.92302 -1.70677  -0.23
C: -0.06983 3.96473 -2.43813  -0.10
C: 2.99589 0.71686 -1.53310  -0.15
C: 3.21930 1.03357 -0.05234  -0.23
C: 4.69115 1.29649 0.23504  -0.11
H: -1.20610 -4.89146 1.89948  0.07
H: -1.17409 -4.53048 0.17137  0.07
H: 0.26595 -5.16545 0.96484  0.07
H: 0.49321 -3.09216 2.28764  0.11
H: 0.48739 -2.71535 0.56406  0.09
H: -1.87178 -2.43537 2.48537  0.12
H: -1.99444 -2.26127 0.72986  0.11
H: 0.13018 0.59535 2.81603  0.12
H: 0.26446 -1.08643 3.37875  0.12
H: -1.07031 0.24129 4.94659  0.11
H: -2.09106 -0.98918 4.20490  0.10
H: -3.24451 1.22681 4.29799  0.07
H: -1.95707 1.92941 3.31002  0.08
H: -3.01372 0.69774 2.63043  0.06
H: -3.46742 -0.28082 -0.06374  0.12
H: -4.31838 -0.97310 -2.27084  0.10
H: -2.73941 -1.48303 -4.09767  0.10
H: -0.31084 -1.24046 -3.73027  0.13
H: 1.54846 1.91006 -3.45388  0.13
H: -0.03519 1.33528 -2.90738  0.12
H: 1.74208 3.34782 -1.46448  0.11
H: 0.27453 2.63554 -0.77667  0.09
H: 0.40101 4.24881 -3.37797  0.07
H: -1.06134 3.57362 -2.65556  0.07
H: -0.18098 4.85627 -1.82665  0.07
H: 3.41857 1.50455 -2.16001  0.13
H: 3.49260 -0.23008 -1.76890  0.13
H: 2.87199 0.18352 0.53543  0.11
H: 2.62056 1.90001 0.23066  0.10
H: 5.29251 0.43045 -0.03241  0.07
H: 5.04850 2.15171 -0.33586  0.07
H: 4.83955 1.50421 1.29163  0.07


Entry 3:
C20H32N4O3S in the gas phase. Source: the OMol25 dataset; level of theory: ωB97M-V/def2-TZVPD.

LUMO level = 0.0207 Eh
SMILES = CCOc1cc(NC(=S)NCCCN(C)C)c(OCC)cc1NC(=O)C1CC1
HOMO energy = -0.2750 Ha
Gap between HOMO and LUMO = 8.0463 eV
2S+1 = 1
Net charge = 0
E_tot = -44197.412 eV

Each line ends with the Löwdin charge.
Atoms and positions in Å:
C: -3.71791 0.81030 -2.26639  -0.05
C: -2.68655 0.38054 -1.23570  -0.25
O: -1.41024 0.75895 -1.72108  -0.06
C: -0.31607 0.54945 -0.92248  -0.19
C: -0.34138 -0.10180 0.29854  0.05
C: 0.82942 -0.27194 1.03637  -0.17
N: 0.82491 -0.90780 2.28234  0.06
C: 0.15122 -2.02876 2.65285  -0.88
S: 0.10202 -2.44988 4.25221  0.62
N: -0.40691 -2.77290 1.67727  0.00
C: -1.42393 -3.76838 1.89110  -0.22
C: -2.79221 -3.26011 1.42645  -0.16
C: -3.28955 -2.10413 2.30163  -0.22
N: -3.99460 -1.09825 1.51966  -0.29
C: -4.17947 0.11808 2.28784  -0.11
C: -5.26849 -1.59159 1.03402  -0.10
C: 2.03930 0.26265 0.56628  -0.19
O: 3.11797 0.06299 1.37817  -0.05
C: 4.35735 0.66552 1.05295  -0.23
C: 4.38112 2.16258 1.34201  -0.06
C: 2.06149 0.91431 -0.65766  0.07
C: 0.90416 1.04955 -1.41084  -0.13
N: 0.87381 1.68555 -2.65345  0.15
C: 1.89767 2.25412 -3.35172  -0.43
O: 3.05026 2.29289 -2.96832  0.07
C: 1.46614 2.83325 -4.65735  -0.20
C: 2.44264 2.74343 -5.80457  -0.10
C: 2.20396 4.05487 -5.14659  -0.10
H: -3.51584 0.33306 -3.22185  0.08
H: -4.70935 0.52307 -1.92975  0.07
H: -3.68669 1.88825 -2.40250  0.08
H: -2.88285 0.86688 -0.27347  0.12
H: -2.73087 -0.70567 -1.08742  0.12
H: -1.27434 -0.45394 0.70821  0.10
H: 1.51695 -0.57738 2.94164  0.13
H: -0.28346 -2.45073 0.72745  0.13
H: -1.15468 -4.67423 1.33883  0.12
H: -1.43933 -3.99613 2.95925  0.07
H: -3.49992 -4.08905 1.43911  0.11
H: -2.70283 -2.90609 0.39608  0.10
H: -3.91500 -2.49434 3.12169  0.13
H: -2.42965 -1.60967 2.75966  0.09
H: -4.67623 0.86105 1.66451  0.08
H: -4.78628 -0.03948 3.19203  0.09
H: -3.20750 0.50680 2.58982  0.08
H: -5.74049 -0.81928 0.42784  0.08
H: -5.10783 -2.46908 0.41169  0.08
H: -5.95384 -1.86230 1.85190  0.09
H: 4.61868 0.46761 0.00737  0.12
H: 5.07723 0.14953 1.69453  0.13
H: 5.37613 2.55263 1.14812  0.08
H: 4.12693 2.34403 2.38365  0.08
H: 3.66919 2.69065 0.71318  0.07
H: 2.97033 1.32173 -1.06386  0.10
H: -0.05424 1.70612 -3.05403  0.14
H: 0.41094 2.75449 -4.88537  0.13
H: 3.37741 2.24451 -5.60011  0.11
H: 2.04505 2.56833 -6.79244  0.10
H: 2.97830 4.43698 -4.49935  0.11
H: 1.63748 4.81131 -5.66758  0.10


Entry 4:
A molecular structure, C20H33AlN4O5P. Source: the OMol25 dataset; level of theory: ωB97M-V/def2-TZVPD.

LUMO level = 0.0943 Eh
HOMO energy = -0.1981 Ha
Gap between HOMO and LUMO = 7.9568 eV
2S+1 = 1
Net charge = -1
E_tot = -53363.532 eV

Each line ends with the Löwdin charge.
Atoms and positions in Å:
C: 5.95262 -0.48874 1.68889  -0.08
C: 4.98938 0.67585 1.48652  -0.28
O: 3.88156 0.47665 2.33961  -0.16
C: 3.12106 1.64269 2.61987  -0.18
C: 2.03159 1.92450 1.58572  -0.31
O: 0.78828 1.43299 2.00677  -0.33
Al: -0.09115 0.48285 0.79970  0.20
P: -2.41047 0.19620 1.35246  0.42
O: -3.09825 -0.40033 0.15003  -0.43
O: -2.80870 -0.70368 2.66127  -0.22
O: -3.12700 1.61630 1.72213  -0.23
H: 5.41278 -1.26940 2.22742  0.07
H: 6.28410 -0.89449 0.73180  0.06
H: 6.83151 -0.21286 2.27104  0.07
H: 5.45898 1.64126 1.71618  0.11
H: 4.66053 0.72295 0.44056  0.12
H: 3.79856 2.50285 2.72101  0.11
H: 2.63911 1.46527 3.58211  0.13
H: 1.98606 3.00409 1.39295  0.09
H: 2.35395 1.46657 0.63522  0.10
H: -0.23562 1.38536 -0.52937  -0.07
H: 0.59966 -0.93231 0.49002  -0.09
H: -3.11866 -1.56454 2.35314  0.05
H: -4.00437 1.62748 1.31498  0.06
N: -6.21202 -2.92301 -0.73449  0.00
C: -6.72745 -4.18738 -0.82431  -0.16
C: -5.67889 -5.06747 -0.76062  -0.13
C: -4.48913 -4.29798 -0.62867  -0.11
C: -4.85064 -2.97503 -0.61446  -0.13
H: -6.74488 -2.07355 -0.75818  0.14
H: -7.78637 -4.35453 -0.92560  0.10
H: -5.75612 -6.14157 -0.80559  0.08
H: -3.48060 -4.66989 -0.55412  0.09
H: -4.26771 -2.07044 -0.52190  0.07
N: -2.91920 0.65617 -2.50974  0.02
C: -2.80440 1.89878 -3.05277  -0.15
C: -3.01140 1.79653 -4.40792  -0.13
C: -3.25830 0.42502 -4.68806  -0.13
C: -3.19108 -0.24760 -3.49100  -0.15
H: -2.81761 0.41996 -1.52426  0.07
H: -2.57385 2.75120 -2.43586  0.10
H: -2.98019 2.60985 -5.11483  0.08
H: -3.45516 -0.01760 -5.65124  0.08
H: -3.31259 -1.29252 -3.25794  0.10
N: -0.35056 4.47487 1.56771  0.03
C: 0.67812 5.37208 1.58222  -0.15
C: 0.20468 6.57025 1.10955  -0.13
C: -1.16846 6.38306 0.79415  -0.12
C: -1.47516 5.07879 1.08977  -0.14
H: -0.30341 3.50036 1.83960  0.12
H: 1.65803 5.09176 1.92694  0.09
H: 0.77970 7.47518 0.99926  0.08
H: -1.84955 7.11623 0.39425  0.08
H: -2.39572 4.52759 0.99902  0.10
N: 5.51195 -3.70886 0.15868  0.00
C: 4.19394 -3.41781 -0.06886  -0.13
C: 3.77004 -4.19574 -1.11302  -0.11
C: 4.87634 -4.98538 -1.53165  -0.12
C: 5.93709 -4.66035 -0.72785  -0.15
H: 6.07856 -3.27376 0.86292  0.12
H: 3.66946 -2.68363 0.52058  0.11
H: 2.77759 -4.19215 -1.53136  0.09
H: 4.89167 -5.70557 -2.33300  0.08
H: 6.95084 -5.02293 -0.71349  0.10